{"formula": "C3H7S", "method": "the ωB97M-V functional and the def2-TZVPD basis", "relative_energy_kcal_mol": 22.8, "total_charge": -1, "elements": ["S", "H", "C", "C", "C", "H", "H", "H", "H", "H", "H"], "positions_angstrom": [[-2.91696, -0.68321, -0.24101], [-3.98103, -1.02149, -1.06015], [0.51123, -0.87867, 0.03447], [1.27915, 0.36570, 0.34121], [0.83131, 1.59297, 0.05669], [0.74480, -1.33791, -0.97876], [-0.57665, -0.74128, -0.01009], [0.70635, -1.64503, 0.79596], [2.13860, 0.14927, 0.99038], [1.49502, 2.45430, 0.14895], [-0.23181, 1.74536, -0.07764]]}

{"formula": "C3H8", "method": "the ωB97M-V functional and the def2-TZVPD basis", "relative_energy_kcal_mol": 0.0, "spin_multiplicity": 2, "total_charge": -1, "s2": 0.7502, "elements": ["C", "C", "C", "H", "H", "H", "H", "H", "H", "H", "H"], "positions_angstrom": [[-0.54821, -0.08120, 1.18677], [-0.18656, -0.49446, -0.24201], [0.70097, 0.51222, -0.97091], [0.28818, 0.40482, 1.69100], [-0.88588, -0.93150, 1.79008], [-1.38967, 0.62037, 1.20533], [-1.10782, -0.62093, -0.82478], [0.25154, -1.48849, -0.23281], [0.41873, 0.60730, -2.03098], [0.58159, 1.50242, -0.52221], [1.76609, 0.28239, -0.93047]]}